Below is C14H31HgN2O8 as an isolated structure at a distorted geometry, with properties calculated with ωB97M-V/def2-TZVPD.

Structure (XYZ):
```
56
Properties=species:S:1:pos:R:3:mulliken_charge:R:1
Hg -10.01768 -18.38666 -32.67061 2.74
C -11.35273 -14.88408 -35.38757 -0.85
C -10.10771 -15.29871 -34.60294 0.32
O -9.09331 -14.58785 -34.63833 -0.72
O -10.16289 -16.35850 -33.89166 -0.87
H -11.49616 -13.82217 -35.56296 0.31
H -12.24222 -15.26842 -34.87364 0.12
H -11.42466 -15.46487 -36.31281 0.24
C -6.23613 -19.60382 -34.91826 -1.19
C -7.36406 -18.81418 -34.26736 0.69
O -7.07173 -17.69199 -33.84826 -0.60
O -8.52019 -19.34372 -34.20979 -0.73
H -6.50864 -20.02321 -35.88960 0.30
H -6.00249 -20.51126 -34.34461 0.24
H -5.31545 -19.02789 -34.90530 0.30
C -8.83166 -16.70502 -28.78097 -1.28
C -8.89848 -17.25695 -30.17076 0.85
O -9.42324 -18.41306 -30.39026 -0.87
O -8.54216 -16.56398 -31.12793 -0.61
H -9.25798 -17.29468 -27.96173 0.29
H -9.38459 -15.77063 -28.71543 0.31
H -7.76864 -16.73306 -28.52792 0.38
C -11.81930 -15.71050 -31.07005 -1.53
C -12.82107 -16.84566 -31.32458 0.86
C -13.69250 -16.61343 -32.52680 0.16
O -14.76460 -15.70396 -32.27978 -0.41
C -15.82407 -16.27846 -31.56029 -0.63
N -12.09596 -18.13617 -31.25646 -0.58
H -11.36525 -15.76834 -30.07963 0.22
H -12.34647 -14.75236 -31.02351 0.46
H -11.05813 -15.63930 -31.85030 0.24
H -13.38903 -16.84390 -30.38510 0.14
H -14.17693 -17.56674 -32.79156 0.32
H -13.16398 -16.26738 -33.41243 -0.59
H -15.50526 -16.58816 -30.56140 0.27
H -16.25486 -17.13764 -32.08990 0.25
H -16.62969 -15.55056 -31.47147 0.28
H -12.76721 -18.88693 -31.09834 0.20
H -11.51565 -18.21529 -30.42053 0.13
C -12.56633 -21.81778 -34.79481 -1.59
C -11.77210 -21.02998 -33.71825 0.57
C -10.47110 -21.71898 -33.31448 -1.06
O -9.86042 -20.97629 -32.30770 -0.10
C -8.83371 -21.63409 -31.58756 -0.86
N -11.60704 -19.60121 -34.11347 -0.36
H -13.12771 -22.63674 -34.35101 0.40
H -11.88538 -21.99645 -35.63047 0.39
H -13.31800 -21.18235 -35.27456 0.42
H -12.34631 -21.13382 -32.79120 0.16
H -9.83296 -21.81578 -34.20267 0.32
H -10.72303 -22.74749 -33.02334 0.45
H -9.32964 -22.47613 -31.09560 0.34
H -8.48063 -20.86355 -30.89812 0.18
H -7.95020 -21.86081 -32.19255 0.26
H -12.59261 -19.36191 -33.99119 0.15
H -11.49822 -19.53305 -35.12334 0.18
```

## Properties
**Energy above the lowest of the compared OMol25 structures with the same formula, charge and spin**: 0.062 eV
**Maximum force**: 2.94 eV/A
**Charge**: -1
**Molecular weight**: 556.0 g/mol



Below is a 2-piece molecular cluster, C14H31N2O3 overall at a distorted geometry, with properties calculated with ωB97M-V/def2-TZVPD.

Structure (XYZ):
```
50
Properties=species:S:1:pos:R:3:mulliken_charge:R:1
N 4.65633 -3.80858 -0.69645 -0.50
C 3.52801 -4.11250 -1.46516 0.55
O 3.37452 -5.14165 -2.08260 -0.56
O 2.59359 -3.14118 -1.33539 -0.28
C 1.29712 -3.46040 -1.85856 -0.70
C 0.25605 -2.78461 -0.98274 0.20
C -1.15918 -3.13824 -1.45551 -0.10
C -1.62041 -4.51409 -0.95903 -0.71
O -1.39522 -5.54117 -1.90372 -0.50
H 5.45170 -4.25601 -1.13344 0.29
H 4.82152 -2.81035 -0.70406 0.26
H 1.23242 -3.07570 -2.87368 0.26
H 1.12957 -4.53060 -1.85484 0.43
H 0.39124 -3.17683 0.02482 0.30
H 0.43009 -1.71025 -0.93749 -0.34
H -1.84020 -2.37664 -1.07818 -0.07
H -1.20721 -3.13458 -2.54198 0.46
H -2.67774 -4.47229 -0.69194 0.36
H -1.07914 -4.80451 -0.06458 0.32
H -2.02786 -5.46338 -2.61428 0.33
C -3.51375 1.65846 0.05978 -1.48
C -2.27167 0.76755 0.14676 -0.18
C -1.32321 1.05302 1.30803 -0.52
N -0.21579 2.07347 1.07557 0.22
C 0.18860 2.61782 2.42793 -0.70
C 1.20517 3.74183 2.35048 -0.65
C 0.70988 4.86859 1.45279 -0.69
C 0.36225 4.31728 0.07641 -0.78
C -0.66473 3.20160 0.18526 -0.86
C 0.93496 1.35194 0.45574 -1.18
H -3.30927 2.64438 -0.35421 0.31
H -4.25464 1.19649 -0.59031 0.43
H -3.97225 1.78440 1.04123 0.34
H -1.73818 0.74659 -0.80614 0.27
H -2.61893 -0.25455 0.30594 0.35
H -0.80172 0.13715 1.57908 0.38
H -1.88145 1.38013 2.18300 0.40
H -0.72751 2.97376 2.89776 0.44
H 0.56697 1.77041 2.99779 0.46
H 1.37178 4.10999 3.36280 0.41
H 2.16963 3.36787 1.99877 0.33
H 1.46177 5.65194 1.37399 0.38
H -0.17939 5.32714 1.89625 0.31
H 1.26203 3.97243 -0.43682 0.33
H -0.06479 5.09761 -0.55341 0.41
H -0.88809 2.77690 -0.78950 0.57
H -1.57642 3.59164 0.63434 0.48
H 0.60308 0.92082 -0.48557 0.35
H 1.25683 0.56751 1.13425 0.39
H 1.75361 2.03938 0.28087 0.47
```

## Properties
**Energy above the lowest of the compared OMol25 structures with the same formula, charge and spin**: 0.000 eV
**Maximum force**: 1.21 eV/A
**Charge**: +1
**Molecular weight**: 275.4 g/mol



Below is a 3-piece molecular cluster, C14H31N2O5PS overall at a distorted geometry, with properties calculated with ωB97M-V/def2-TZVPD.

Structure (XYZ):
```
54
Properties=species:S:1:pos:R:3:mulliken_charge:R:1
P 0.78478 0.81675 0.16136 -0.19
C 0.45968 -0.97445 0.58853 -0.80
C -0.68616 -1.67937 -0.25166 -0.10
C -0.14502 -3.03439 -0.88979 -0.59
C -0.40014 -3.02528 -2.44152 -0.42
S -0.11415 -4.64332 -3.25158 -0.18
C 1.62438 -4.83751 -3.56492 0.48
N 2.58895 -5.19877 -2.70214 -0.21
N 3.77490 -5.26939 -3.32273 -0.43
C 3.56835 -4.94740 -4.60398 0.08
O 2.27582 -4.66536 -4.76726 -0.26
H -0.48155 1.45207 0.34385 0.03
H 1.23066 0.96463 -1.18043 0.06
H 1.43141 -1.50634 0.51887 0.38
H 0.13032 -0.97292 1.65733 0.34
H -1.09690 -0.99032 -1.02414 0.17
H -1.53073 -1.87801 0.45258 0.26
H 0.91229 -3.23240 -0.62164 0.43
H -0.79541 -3.83228 -0.45043 0.23
H 0.10845 -2.16844 -2.94376 0.39
H -1.49595 -2.82046 -2.55715 0.02
H 4.37927 -4.90083 -5.34856 0.38
C -4.37909 -1.01894 -2.46252 -0.88
O -3.73943 -0.25613 -1.45245 -0.23
C -4.21033 1.08702 -1.40523 -0.55
C -5.16244 1.29656 -0.24260 -0.57
O -6.38277 0.59282 -0.44004 -0.37
C -6.46096 -0.59168 0.33630 -0.66
H -4.09134 -2.06284 -2.33174 0.22
H -5.46693 -0.94662 -2.39506 0.41
H -4.04640 -0.68699 -3.45177 0.31
H -4.68266 1.36918 -2.35097 0.37
H -3.33351 1.72649 -1.26119 0.39
H -5.41392 2.35986 -0.18123 0.38
H -4.69225 1.00687 0.70272 0.33
H -6.58517 -0.33918 1.39434 0.33
H -5.57348 -1.21665 0.20779 0.24
H -7.33422 -1.15456 0.00735 0.25
C 5.32967 3.95693 4.69411 -0.70
O 5.36083 4.22521 3.30272 -0.36
C 5.20614 3.04785 2.51663 -0.63
C 3.80441 2.94560 1.94446 -0.36
O 2.84661 2.71037 2.96905 -0.33
C 2.10751 3.87252 3.30026 -0.77
H 5.28896 4.91007 5.22156 0.24
H 4.45289 3.36698 4.97186 0.30
H 6.24127 3.43026 4.99595 0.32
H 5.45471 2.15436 3.09752 0.35
H 5.91894 3.12279 1.68923 0.37
H 3.76164 2.08827 1.26575 0.30
H 3.55088 3.84210 1.36947 0.35
H 1.42003 4.12421 2.48559 0.29
H 2.76348 4.72256 3.50560 0.35
H 1.52371 3.65848 4.19572 0.26
```

## Properties
**SMILES**: PCCCCSc1nnco1.COCCOC.COCCOC
**Energy above the lowest of the compared OMol25 structures with the same formula, charge and spin**: 0.000 eV
**Maximum force**: 3.57 eV/A
**Molecular weight**: 370.5 g/mol



Below is C14H31N4O6Ti as an isolated structure at a distorted geometry, with properties calculated with ωB97M-V/def2-TZVPD.

Structure (XYZ):
```
56
Properties=species:S:1:pos:R:3:mulliken_charge:R:1
Ti 20.02840 -1.49975 19.57119 0.67
C 21.01080 2.59840 19.75637 -1.14
C 20.61394 1.19529 19.52254 1.04
O 21.47572 0.31271 19.26263 -0.69
O 19.39420 0.89088 19.65181 -0.72
H 21.97697 2.95558 19.39584 0.32
H 20.97102 2.77423 20.83468 0.24
H 20.35057 3.34014 19.29874 0.32
C 23.36848 -3.17671 18.48829 -1.21
C 22.50373 -3.84521 19.55463 0.57
O 21.59624 -3.18128 20.03764 -0.36
N 22.84332 -5.09710 19.90812 -0.15
C 22.49123 -5.61757 21.22960 -0.81
H 23.31909 -2.10181 18.63924 0.21
H 23.14972 -3.46658 17.46324 0.27
H 24.38705 -3.49964 18.73035 0.48
H 23.50496 -5.60244 19.35016 0.23
H 23.07173 -5.05374 21.96314 0.29
H 22.67824 -6.67734 21.36988 0.34
H 21.44643 -5.40512 21.45107 0.22
C 19.19428 -4.33884 15.66679 -1.22
C 19.19615 -2.92143 16.26369 0.39
O 19.81029 -2.73063 17.30250 -0.43
N 18.55865 -1.98562 15.55219 -0.14
C 18.66400 -0.57415 15.89921 -0.67
H 19.10241 -5.09432 16.43886 0.28
H 20.13180 -4.34382 15.10933 0.31
H 18.41131 -4.49744 14.92186 0.43
H 17.74095 -2.34005 15.08340 0.26
H 18.57241 -0.48092 16.98306 0.15
H 17.96274 0.07573 15.38024 0.35
H 19.62740 -0.15898 15.59906 0.24
C 21.61186 -1.18028 22.97250 -0.14
C 20.96855 -1.77158 24.18294 0.44
O 21.68230 -2.36653 24.99195 -0.70
N 19.62985 -1.73296 24.36360 -0.10
C 18.76985 -0.69032 23.80837 -0.75
H 22.09936 -1.98741 22.42329 -0.10
H 22.34529 -0.46137 23.33087 0.33
H 20.95512 -0.79385 22.18904 -0.08
H 19.33525 -2.20466 25.20279 0.27
H 19.30319 0.19781 23.48169 0.38
H 18.08698 -0.39869 24.60707 0.37
H 18.20586 -1.10704 22.97331 -0.01
C 15.99290 -2.82321 21.53296 -1.14
C 16.95425 -2.73196 20.34642 0.61
O 18.11364 -2.36554 20.50815 -0.31
N 16.41446 -2.76739 19.09734 -0.15
C 15.02986 -3.17054 18.74512 -1.09
H 16.31496 -2.14685 22.31670 0.21
H 16.22974 -3.83211 21.90037 0.33
H 14.92924 -2.82735 21.32194 0.40
H 17.06783 -2.68058 18.33401 0.16
H 15.05156 -3.30734 17.67083 0.35
H 14.34685 -2.43282 19.16010 0.27
H 14.90100 -4.11269 19.28218 0.36
```

## Properties
**Total energy**: -2071.98162 a.u.
**Maximum force**: 2.46 eV/A
**Molecular weight**: 399.3 g/mol
**Multiplicity**: 4



Please write out number 2 again, unchanged.
Below is a 2-piece molecular cluster, C14H31N2O3 overall at a distorted geometry, with properties calculated with ωB97M-V/def2-TZVPD.

Structure (XYZ):
```
50
Properties=species:S:1:pos:R:3:mulliken_charge:R:1
N 4.65633 -3.80858 -0.69645 -0.50
C 3.52801 -4.11250 -1.46516 0.55
O 3.37452 -5.14165 -2.08260 -0.56
O 2.59359 -3.14118 -1.33539 -0.28
C 1.29712 -3.46040 -1.85856 -0.70
C 0.25605 -2.78461 -0.98274 0.20
C -1.15918 -3.13824 -1.45551 -0.10
C -1.62041 -4.51409 -0.95903 -0.71
O -1.39522 -5.54117 -1.90372 -0.50
H 5.45170 -4.25601 -1.13344 0.29
H 4.82152 -2.81035 -0.70406 0.26
H 1.23242 -3.07570 -2.87368 0.26
H 1.12957 -4.53060 -1.85484 0.43
H 0.39124 -3.17683 0.02482 0.30
H 0.43009 -1.71025 -0.93749 -0.34
H -1.84020 -2.37664 -1.07818 -0.07
H -1.20721 -3.13458 -2.54198 0.46
H -2.67774 -4.47229 -0.69194 0.36
H -1.07914 -4.80451 -0.06458 0.32
H -2.02786 -5.46338 -2.61428 0.33
C -3.51375 1.65846 0.05978 -1.48
C -2.27167 0.76755 0.14676 -0.18
C -1.32321 1.05302 1.30803 -0.52
N -0.21579 2.07347 1.07557 0.22
C 0.18860 2.61782 2.42793 -0.70
C 1.20517 3.74183 2.35048 -0.65
C 0.70988 4.86859 1.45279 -0.69
C 0.36225 4.31728 0.07641 -0.78
C -0.66473 3.20160 0.18526 -0.86
C 0.93496 1.35194 0.45574 -1.18
H -3.30927 2.64438 -0.35421 0.31
H -4.25464 1.19649 -0.59031 0.43
H -3.97225 1.78440 1.04123 0.34
H -1.73818 0.74659 -0.80614 0.27
H -2.61893 -0.25455 0.30594 0.35
H -0.80172 0.13715 1.57908 0.38
H -1.88145 1.38013 2.18300 0.40
H -0.72751 2.97376 2.89776 0.44
H 0.56697 1.77041 2.99779 0.46
H 1.37178 4.10999 3.36280 0.41
H 2.16963 3.36787 1.99877 0.33
H 1.46177 5.65194 1.37399 0.38
H -0.17939 5.32714 1.89625 0.31
H 1.26203 3.97243 -0.43682 0.33
H -0.06479 5.09761 -0.55341 0.41
H -0.88809 2.77690 -0.78950 0.57
H -1.57642 3.59164 0.63434 0.48
H 0.60308 0.92082 -0.48557 0.35
H 1.25683 0.56751 1.13425 0.39
H 1.75361 2.03938 0.28087 0.47
```

## Properties
**Energy above the lowest of the compared OMol25 structures with the same formula, charge and spin**: 0.000 eV
**Maximum force**: 1.21 eV/A
**Charge**: +1
**Molecular weight**: 275.4 g/mol